{"formula": "C58H58F6N4O2", "method": "wB97M-V/def2-TZVPD", "symbols": ["F", "F", "F", "F", "F", "F", "O", "O", "N", "N", "N", "N", "C", "C", "C", "C", "C", "C", "C", "C", "C", "C", "C", "C", "C", "C", "C", "C", "C", "C", "C", "C", "C", "C", "C", "C", "C", "C", "C", "C", "C", "C", "C", "C", "C", "C", "C", "C", "C", "C", "C", "C", "C", "C", "C", "C", "C", "C", "C", "C", "C", "C", "C", "C", "C", "C", "C", "C", "C", "C", "H", "H", "H", "H", "H", "H", "H", "H", "H", "H", "H", "H", "H", "H", "H", "H", "H", "H", "H", "H", "H", "H", "H", "H", "H", "H", "H", "H", "H", "H", "H", "H", "H", "H", "H", "H", "H", "H", "H", "H", "H", "H", "H", "H", "H", "H", "H", "H", "H", "H", "H", "H", "H", "H", "H", "H", "H", "H"], "positions_angstrom": [[-6.167, -3.109, 1.247], [-4.260, -2.460, 5.564], [3.919, -2.385, 4.316], [5.175, -7.249, -0.346], [-6.467, 3.057, -2.396], [4.371, 1.124, -6.629], [-0.243, 2.986, 2.131], [2.261, -5.423, 2.113], [-1.237, 1.659, -2.515], [0.333, 0.481, 1.348], [-0.775, 7.097, -2.178], [3.116, 5.016, -1.416], [1.649, -0.682, -4.117], [2.432, 0.720, 5.375], [5.028, -5.408, -3.486], [-1.823, 6.869, 0.032], [2.143, 0.551, -6.131], [3.384, -5.332, 2.988], [-1.945, 2.252, -5.187], [3.954, -4.174, -1.690], [-0.175, 0.224, 0.121], [0.449, 3.247, 3.334], [-2.395, 1.152, -3.111], [3.471, 0.512, -5.840], [3.374, 4.142, -2.450], [-1.949, -0.221, 3.828], [3.315, -0.218, 4.847], [0.997, -0.554, 1.973], [0.696, -2.071, 0.094], [1.227, -0.062, -5.299], [5.342, -6.440, -2.568], [-1.390, 7.612, -1.058], [-3.775, -1.539, 4.722], [-2.902, 0.666, 3.288], [-2.518, -2.926, 1.155], [3.184, 2.772, -2.406], [-3.749, 1.070, -0.027], [-2.761, 1.376, -4.479], [0.900, -1.013, 5.963], [-0.421, 2.341, -3.365], [1.787, -1.961, 5.414], [-4.262, 0.468, 3.492], [-3.235, -4.948, -0.007], [-4.678, -0.745, 4.129], [-4.933, 0.445, -0.520], [1.307, -1.778, 1.332], [1.238, 0.336, 5.937], [-2.440, -1.324, 4.495], [3.879, -0.144, -4.675], [-0.477, 5.785, -2.094], [-5.879, 1.123, -1.262], [-4.546, -4.698, 0.455], [-3.482, 2.405, -0.370], [2.481, 4.447, -0.295], [-4.412, 3.106, -1.098], [-2.194, -4.062, 0.398], [-4.853, -3.459, 1.024], [2.737, 2.195, -1.217], [3.012, -0.752, -3.766], [3.011, -1.534, 4.889], [-0.108, -1.041, -0.507], [-5.618, 2.460, -1.561], [-0.812, 4.942, -1.004], [-1.546, 5.477, 0.016], [4.944, -6.300, -1.257], [-3.833, -2.606, 1.462], [2.317, 3.079, -0.195], [4.289, -4.331, -3.037], [4.330, -5.139, -0.830], [-0.744, 2.759, -4.680], [2.810, 1.138, -1.007], [-3.592, 0.864, -4.942], [0.619, 1.113, 6.361], [-6.802, 0.657, -1.574], [1.461, -5.224, 2.604], [3.532, -3.243, -1.340], [-3.009, 0.457, -2.559], [-0.434, 3.932, -0.937], [3.693, -6.294, 3.396], [-2.166, 2.495, -6.216], [-1.689, -1.946, 4.958], [1.363, -0.294, 2.956], [5.883, -7.318, -2.888], [-1.649, -2.365, 1.465], [4.184, 0.161, 4.329], [-0.897, -0.040, 3.664], [1.625, -3.027, 5.485], [1.834, -2.512, 1.924], [2.216, 5.137, 0.493], [1.047, -1.216, -3.396], [0.194, -0.195, -5.583], [3.983, -3.576, -3.746], [-4.245, 4.128, -1.403], [-0.023, -1.280, 6.457], [-2.357, 7.272, 0.879], [-1.163, -4.276, 0.158], [-4.134, -1.706, 1.978], [-2.928, -5.830, -0.550], [1.786, 2.586, 0.605], [0.260, 4.239, 3.745], [-3.067, 0.377, 0.442], [2.645, 1.778, 5.343], [-4.928, 1.142, 2.974], [1.756, 0.894, -7.079], [5.360, -5.504, -4.509], [3.998, -5.082, 0.196], [4.925, -0.252, -4.424], [-2.557, 1.521, 2.727], [-2.555, 2.838, -0.025], [3.202, -4.818, 3.932], [-5.211, -0.566, -0.263], [-5.422, -5.268, 0.180], [-1.901, 4.868, 0.835], [-0.679, 1.072, -0.319], [3.746, 4.632, -3.338], [-1.560, 8.678, -1.016], [-0.030, 2.086, 1.871], [0.837, -3.073, -0.284], [0.154, 5.459, -2.908], [-5.732, -0.972, 4.180], [1.477, 3.068, 3.019], [-0.038, 3.361, -5.234], [3.503, 2.215, -3.275], [-0.674, -1.097, -1.426], [0.181, 2.504, 4.085], [0.501, 2.653, -2.898], [3.405, -1.274, -2.906], [4.208, -4.943, 2.390]], "spin_multiplicity": 2, "s2": 0.7674, "homo_lumo_gap_ha": [0.2494, 0.1008], "charge": 1}

---

{"formula": "C58H58NO2P2Sn", "method": "wB97M-V/def2-TZVPD", "symbols": ["Sn", "P", "P", "O", "O", "N", "C", "C", "C", "C", "C", "C", "C", "C", "C", "C", "C", "C", "C", "C", "C", "C", "C", "C", "C", "C", "C", "C", "C", "C", "C", "C", "C", "C", "C", "C", "C", "C", "C", "C", "C", "C", "C", "C", "C", "C", "C", "C", "C", "C", "C", "C", "C", "C", "C", "C", "C", "C", "C", "C", "C", "C", "C", "C", "H", "H", "H", "H", "H", "H", "H", "H", "H", "H", "H", "H", "H", "H", "H", "H", "H", "H", "H", "H", "H", "H", "H", "H", "H", "H", "H", "H", "H", "H", "H", "H", "H", "H", "H", "H", "H", "H", "H", "H", "H", "H", "H", "H", "H", "H", "H", "H", "H", "H", "H", "H", "H", "H", "H", "H", "H", "H"], "positions_angstrom": [[0.486, 0.178, -2.923], [3.140, 0.834, 1.287], [-1.134, -0.223, 1.295], [0.412, -1.953, -2.029], [0.682, 1.556, 2.830], [-0.116, -0.625, -5.133], [-1.799, -1.910, 1.512], [1.804, 2.021, 3.480], [-2.492, 0.106, 3.766], [6.248, -1.794, 0.863], [4.902, 4.371, -1.107], [-2.664, -3.713, -2.283], [2.872, 3.225, 5.233], [-7.363, -2.520, -0.622], [4.804, -0.733, 2.979], [4.619, -0.009, -5.715], [-3.488, -2.453, -2.582], [-0.629, 1.894, 4.818], [-4.803, -2.441, -1.782], [3.542, 4.096, -1.097], [-6.526, -3.619, -0.558], [-3.432, 3.019, 0.270], [-0.802, -2.873, 1.689], [5.251, -0.860, 0.631], [3.348, -0.101, -6.270], [5.796, -1.678, 3.213], [4.174, 2.303, 3.456], [-1.114, -4.157, 2.111], [-6.930, -1.383, -1.290], [-3.909, 2.733, -0.997], [0.349, 2.939, 5.338], [-1.782, 1.563, 5.522], [0.093, -2.086, -5.127], [-0.434, 1.295, 3.575], [-2.977, 0.537, -0.804], [2.229, 0.009, -5.459], [4.532, -0.295, 1.684], [0.469, 2.862, 6.866], [-2.434, -4.485, 2.385], [3.627, 0.316, -3.552], [0.850, 0.013, -6.052], [-3.435, -3.543, 2.191], [-5.676, -1.359, -1.876], [4.757, 0.215, -4.354], [-3.675, 1.479, -1.540], [-0.170, 4.335, 4.942], [3.065, 2.988, -0.411], [-3.946, -2.522, -4.066], [-2.703, 0.663, 5.013], [6.528, -2.203, 2.159], [1.703, 2.713, 4.684], [-2.710, 2.069, 0.974], [-1.476, -0.326, -5.606], [5.781, 3.529, -0.438], [3.937, 2.148, 0.281], [-3.128, -2.272, 1.729], [-5.257, -3.578, -1.124], [2.346, 0.198, -4.079], [4.103, 3.034, 4.625], [-1.368, 0.423, 3.012], [-2.438, 0.795, 0.453], [3.029, 1.775, 2.866], [-2.516, -1.263, -2.463], [5.303, 2.424, 0.251], [-4.727, -3.276, -4.162], [-4.355, -1.570, -4.406], [5.742, 0.299, -3.913], [-4.464, 3.470, -1.561], [3.759, 0.506, -2.495], [5.044, -0.547, -0.383], [-3.588, 0.409, 5.581], [-1.974, 2.019, 6.482], [-3.604, 3.993, 0.709], [4.244, -0.336, 3.815], [-0.329, -4.888, 2.251], [1.105, -2.314, -4.799], [-4.044, 1.259, -2.526], [-3.200, -4.617, -2.576], [5.998, -1.999, 4.226], [-1.733, -3.691, -2.851], [-6.857, -4.524, -0.065], [1.999, 2.783, -0.387], [-4.631, -4.455, -1.043], [2.853, 4.746, -1.620], [-0.226, 4.434, 3.856], [1.156, 3.617, 7.242], [4.999, 3.448, 5.068], [-0.489, 3.057, 7.345], [5.277, 5.236, -1.637], [0.502, 5.108, 5.320], [0.236, -2.594, 1.536], [3.231, -0.253, -7.337], [-4.464, -3.799, 2.405], [-2.818, -0.476, -3.161], [-2.332, 2.325, 1.952], [0.823, 1.881, 7.182], [5.137, 2.133, 2.990], [5.493, -0.103, -6.346], [-0.057, -2.492, -6.132], [0.521, 1.044, -6.205], [-7.577, -0.519, -1.375], [7.312, -2.925, 2.346], [-2.207, -0.818, -4.975], [-8.348, -2.553, -0.176], [6.844, 3.734, -0.453], [-2.418, -3.781, -1.221], [6.806, -2.203, 0.029], [-0.548, -1.938, -1.789], [-5.392, -0.489, -2.438], [2.829, 3.793, 6.151], [0.822, -0.487, -7.026], [-3.924, -1.558, 1.549], [-1.607, -0.687, -6.632], [0.925, -2.175, -1.240], [-3.126, -2.814, -4.727], [-1.646, 0.749, -5.587], [-2.685, -5.475, 2.743], [5.999, 1.770, 0.761], [-3.230, -0.581, 3.373], [-2.732, -0.509, -1.227], [-1.165, 4.503, 5.357], [-0.612, -2.551, -4.439]], "homo_lumo_gap_ha": 0.2520, "charge": 1}

---

{"formula": "C58H59N3SSb4Ti", "method": "wB97M-V/def2-TZVPD", "symbols": ["Sb", "Sb", "Sb", "Sb", "Ti", "S", "N", "N", "N", "C", "C", "C", "C", "C", "C", "C", "C", "C", "C", "C", "C", "C", "C", "C", "C", "C", "C", "C", "C", "C", "C", "C", "C", "C", "C", "C", "C", "C", "C", "C", "C", "C", "C", "C", "C", "C", "C", "C", "C", "C", "C", "C", "C", "C", "C", "C", "C", "C", "C", "C", "C", "C", "C", "C", "C", "C", "C", "H", "H", "H", "H", "H", "H", "H", "H", "H", "H", "H", "H", "H", "H", "H", "H", "H", "H", "H", "H", "H", "H", "H", "H", "H", "H", "H", "H", "H", "H", "H", "H", "H", "H", "H", "H", "H", "H", "H", "H", "H", "H", "H", "H", "H", "H", "H", "H", "H", "H", "H", "H", "H", "H", "H", "H", "H", "H", "H"], "positions_angstrom": [[-0.429, 1.382, 3.094], [1.048, -2.346, -2.993], [0.519, 2.505, -0.953], [-2.086, -0.077, -0.254], [0.667, 0.039, 0.831], [1.591, -0.773, -1.432], [3.097, -2.005, 1.264], [2.677, 0.317, 1.444], [0.768, -1.904, 1.661], [-2.249, 3.593, -3.464], [-3.390, 1.775, 3.967], [2.975, -6.223, -2.867], [2.887, -0.517, -6.392], [-0.493, -3.908, 1.984], [2.630, -1.169, -5.197], [-3.207, -4.477, -2.143], [-3.715, -0.848, 4.819], [-4.051, 1.545, -3.151], [1.956, 0.664, 4.881], [-1.490, 4.186, 2.292], [2.512, 2.849, -1.627], [-1.733, -3.448, -3.740], [-2.935, -4.077, -3.442], [-1.091, -3.601, -1.416], [-0.390, -2.545, 1.969], [0.679, 1.219, 4.886], [3.650, -3.611, -2.175], [2.397, -3.895, -2.718], [1.837, -0.145, -7.220], [-0.812, -3.201, -2.724], [0.647, 5.586, 3.371], [0.258, -1.069, -5.662], [2.058, -5.200, -3.065], [-3.624, -1.415, 0.340], [3.155, 1.583, 1.577], [4.484, 1.882, 1.482], [-3.233, 1.665, 0.151], [1.865, -2.617, 1.434], [0.597, 4.202, 3.478], [1.312, -1.453, -4.837], [-1.451, 5.571, 2.206], [-4.615, 1.350, 4.467], [0.917, 1.679, 7.239], [-1.775, 2.339, -3.081], [-2.321, 0.889, 3.875], [-4.506, 2.797, -3.531], [4.916, -0.461, 1.189], [0.526, -0.414, -6.857], [3.533, -0.686, 1.295], [0.162, 1.724, 6.078], [5.377, 0.825, 1.265], [-2.304, -0.054, -2.399], [2.714, 0.619, 6.046], [-0.002, 4.545, -0.775], [1.835, -4.024, 1.402], [-2.701, 1.300, -2.906], [0.651, -4.656, 1.668], [-0.476, 3.486, 2.946], [-3.596, 3.833, -3.678], [4.223, -5.941, -2.331], [-2.493, -0.424, 4.318], [-4.782, 0.038, 4.882], [-0.294, 2.153, -2.907], [-0.382, 6.273, 2.744], [-2.282, -4.250, -1.133], [2.194, 1.131, 7.224], [4.563, -4.638, -1.987], [1.388, 3.690, 4.015], [-4.224, 1.535, -0.283], [4.938, -6.740, -2.186], [2.735, -4.581, 1.179], [-0.290, -0.113, -7.499], [-1.077, 4.669, -0.667], [-2.323, 3.663, 1.838], [5.546, -4.426, -1.585], [-3.291, -2.447, 0.352], [-3.066, -0.798, -2.633], [-0.832, 2.155, 6.110], [2.413, 2.347, 1.783], [-1.521, -3.186, -4.767], [-5.735, -0.292, 5.272], [0.239, 2.876, -3.526], [-1.428, -4.382, 2.245], [-3.334, 1.781, 1.231], [-4.760, 0.732, -3.036], [0.338, 5.049, -1.679], [-1.658, -1.118, 4.321], [-2.779, 2.553, -0.287], [1.480, 6.129, 3.798], [-0.373, -3.424, -0.621], [3.458, -1.453, -4.557], [-5.436, 2.051, 4.544], [-3.277, 2.811, 3.678], [6.438, 1.020, 1.177], [2.041, 0.359, -8.155], [-3.940, -1.126, 1.344], [4.823, 2.901, 1.586], [-3.931, 4.817, -3.977], [0.510, 2.071, 8.161], [-4.466, -1.314, -0.345], [2.368, 0.247, 3.970], [-3.832, -1.864, 5.175], [-0.354, 7.352, 2.678], [-0.772, -1.241, -5.382], [-1.538, 4.397, -3.618], [2.999, 3.571, -0.972], [0.487, 4.977, 0.097], [-4.136, -4.983, -1.917], [3.902, -2.593, -1.900], [2.779, 1.098, 8.134], [-5.559, 2.958, -3.716], [2.718, -7.238, -3.135], [3.907, -0.301, -6.679], [-1.228, -1.910, 2.226], [0.608, -5.737, 1.650], [-2.257, 6.102, 1.715], [-1.357, -0.393, -2.813], [3.705, 0.184, 6.031], [1.084, -5.432, -3.482], [2.465, 3.260, -2.635], [0.050, 1.157, -3.188], [-2.492, -4.587, -0.126], [3.848, -2.666, 1.156], [3.084, 1.923, -1.640], [5.595, -1.294, 1.062], [-3.650, -4.272, -4.230]], "spin_multiplicity": 3, "s2": 2.0064, "homo_lumo_gap_ha": [0.2652, 0.2807], "charge": 2, "relative_energy_kj_mol": 0.0}